Run one
Molecular formula: C3H8O
Method: DFT, ωB97M-V with the def2-TZVPD basis set

The geometry in ORCA input format:
```
! wB97M-V def2-TZVPD RIJCOSX def2/J DEFGRID3
* xyz 0 1
C -1.06461 -0.58916 0.52425
C -0.09059 0.24882 -0.28770
C 1.36915 -0.11982 -0.04720
O -0.31133 1.64284 -0.09192
H -2.08146 -0.23574 0.32710
H -0.98029 -1.62751 0.18758
H -0.89190 -0.55608 1.60657
H -0.37998 0.07470 -1.35236
H 1.55769 -1.14530 -0.38630
H 2.03003 0.56528 -0.58639
H 1.63923 -0.07004 1.01675
H -0.79596 1.81201 -0.91038
*
```

Computed properties:
Molecular weight = 60.1 g mol⁻¹
Gap between HOMO and LUMO = 11.2 eV
LUMO energy = 0.94 eV
SMILES = CC(C)O

Run two
Molecular formula: C3H8O
Method: DFT, ωB97M-V with the def2-TZVPD basis set

The geometry in ORCA input format:
```
! wB97M-V def2-TZVPD RIJCOSX def2/J DEFGRID3
* xyz 0 1
C 0.26460 -0.86900 1.72347
C 0.65042 0.60692 1.57330
H -0.87727 -0.98969 2.11570
H 0.90309 -1.34195 2.42389
H 0.27388 -1.45241 0.85316
H 0.46547 0.99515 2.58999
H 1.79976 0.58192 1.41673
H 0.10206 1.28493 0.98418
O -0.86196 -0.42071 -1.85060
C -0.24192 0.60348 -1.93274
H -0.67099 1.62642 -1.84155
H 0.86108 0.61290 -1.92149
*
```

Computed properties:
Molecular weight = 60.1 g mol⁻¹
Gap between HOMO and LUMO = 11.1 eV
LUMO energy = 0.79 eV
SMILES = C=O.CC

Which of them is least stable? Easy: run two.

Run one
Molecular formula: C16H17F6IN2OSn
Method: DFT, ωB97M-V with the def2-TZVPD basis set

The geometry in ORCA input format:
```
! wB97M-V def2-TZVPD RIJCOSX def2/J DEFGRID3
* xyz 2 1
C -3.36568 0.08750 1.91234
C -2.40695 0.05203 -0.79630
H -3.53231 -0.91898 2.33117
H -3.97983 0.31661 0.99562
H -3.17539 1.00396 2.48510
H -2.10159 -0.90520 -1.22353
H -3.46012 -0.12179 -0.53895
H -2.23290 1.03455 -1.24842
C 1.39871 -1.56058 2.03228
C 2.63695 -2.18419 2.16388
C 3.34844 -2.50629 1.00121
C 2.77078 -2.17298 -0.22400
H 0.84912 -1.27040 2.93677
H 3.00782 -2.39353 3.16420
H 4.31163 -3.00958 1.04131
H 3.26304 -2.42546 -1.16398
N 0.82200 -1.22234 0.86316
C 1.52617 -1.52736 -0.26446
C 0.96807 -1.20426 -1.59891
N -0.31565 -0.88274 -1.66972
C -0.85848 -0.44307 -2.79632
C 1.12859 -0.87026 -4.00133
C -0.19577 -0.44550 -4.00516
H -1.87766 -0.04076 -2.77052
H -0.75703 -0.11806 -4.86753
C 1.72923 -1.22534 -2.79871
H 2.76749 -1.52456 -2.73415
H 1.68432 -0.91399 -4.93458
Sn -1.44223 -0.07143 1.04445
I -0.76700 0.38487 3.96392
C -1.56037 3.62717 -0.55363
C -0.29680 2.94940 -0.04948
O -0.55819 1.67476 0.40065
C 0.79897 2.93689 -1.22114
F 1.16126 4.20038 -1.59769
F 1.92336 2.24632 -0.90452
F 0.25084 2.37925 -2.35713
C 0.27112 3.75490 1.16647
F 0.48968 5.07464 0.89273
F -0.67117 3.72462 2.14945
F 1.42412 3.23216 1.64787
H -1.87432 3.13620 -1.48358
H -1.40534 4.70360 -0.72757
H -2.32038 3.46806 0.22195
*
```

Computed properties:
Molecular weight = 612.9 g mol⁻¹
Gap between HOMO and LUMO (alpha / beta) = 3.6 / 3.7 eV
LUMO energy (alpha / beta) = -12.02 / -11.97 eV

Run two
Molecular formula: C16H17F6IN2OSn
Method: DFT, ωB97M-V with the def2-TZVPD basis set

The geometry in ORCA input format:
```
! wB97M-V def2-TZVPD RIJCOSX def2/J DEFGRID3
* xyz 2 1
C -2.09701 -1.62142 -2.41067
C -2.51873 -0.73098 -0.66060
H -1.99675 -1.03374 -3.36023
H -3.18259 -1.93577 -2.47067
H -1.58629 -2.59749 -2.47872
H -2.54886 0.34963 -0.53544
H -3.58109 -0.81559 -0.99019
H -2.52031 -1.30853 0.26697
C 2.15571 0.94477 -1.75877
C 3.23775 1.82228 -1.67106
C 3.25530 2.77395 -0.68189
C 2.20199 2.80703 0.18561
H 2.14435 0.16414 -2.52508
H 4.03030 1.70839 -2.40931
H 4.09336 3.49262 -0.59046
H 2.14370 3.54899 0.97736
N 1.11203 0.97168 -0.91275
C 1.12783 1.90281 0.08802
C -0.00023 1.94971 1.02630
N -1.09680 1.24169 0.68091
C -2.11802 1.18238 1.55868
C -1.05088 2.68979 3.08323
C -2.14659 1.90716 2.73635
H -2.94078 0.52911 1.28383
H -3.04641 1.82212 3.35637
C 0.04815 2.68508 2.21592
H 0.95246 3.24995 2.45470
H -1.04487 3.26844 3.99253
Sn -0.51157 -0.63565 -1.34180
I 1.14178 -2.11379 -3.09943
C -1.38040 -3.29814 1.55624
C -0.06522 -2.57615 1.42522
O -0.07769 -1.67865 0.34128
C 0.28383 -1.82805 2.75679
F 0.41647 -2.67207 3.82088
F 1.39715 -1.06919 2.69663
F -0.73912 -0.96959 3.07161
C 1.07829 -3.63527 1.11829
F 1.11403 -4.64422 2.05275
F 0.81583 -4.20758 -0.09834
F 2.31302 -3.07843 1.05279
H -2.12623 -2.56780 1.87482
H -1.29482 -4.09658 2.29766
H -1.63348 -3.71295 0.57294
*
```

Computed properties:
Molecular weight = 612.9 g mol⁻¹
Gap between HOMO and LUMO = 6.2 eV
LUMO energy = -9.48 eV

Which of them is least stable? Easy: run one.

Run one
Molecular formula: C46H43F5N7O4STi
Method: DFT, ωB97M-V with the def2-TZVPD basis set

The geometry in ORCA input format:
```
! wB97M-V def2-TZVPD RIJCOSX def2/J DEFGRID3
* xyz 1 1
Ti 1.94958 0.45575 0.09663
C 5.01969 1.85949 -0.34236
N 4.13344 1.05543 -1.21109
C 4.91630 -0.00990 -1.84273
C 3.54594 1.94998 -2.19092
C 4.05244 2.17113 -3.46288
C 3.45960 3.11170 -4.29783
C 2.36964 3.84242 -3.84899
C 1.86226 3.62085 -2.57700
C 2.43723 2.66365 -1.74253
N 1.95076 2.35169 -0.45851
C 1.80658 3.45057 0.42092
C 2.58184 4.60651 0.21614
C 2.46576 5.72355 1.01842
C 1.56580 5.72829 2.07434
C 0.82653 4.58692 2.31612
C 0.95076 3.44155 1.53191
N 0.19327 2.26191 1.88633
C 0.39063 1.89440 3.29328
C -1.23971 2.48927 1.68208
H 5.79251 2.35422 -0.93999
H 5.49408 1.20716 0.38602
H 4.43394 2.61417 0.17650
H 5.74465 0.39219 -2.43324
H 4.26801 -0.60513 -2.48151
H 5.34717 -0.64512 -1.07651
H 4.91630 1.62646 -3.81654
H 3.86219 3.28057 -5.28752
H 1.91454 4.59045 -4.48499
H 1.02792 4.20920 -2.21241
H 3.28712 4.62412 -0.60350
H 3.08349 6.58929 0.81877
H 1.45119 6.59997 2.70376
H 0.14081 4.57144 3.15403
H -0.10681 2.59638 3.97303
H 1.44532 1.88544 3.54452
H -0.02785 0.90386 3.47424
H -1.78600 1.56485 1.87390
H -1.63277 3.25176 2.36604
H -1.43174 2.81528 0.66221
C -11.20289 -4.38174 0.26000
O -10.11396 -4.84267 1.04629
C -8.92310 -4.22735 0.90242
C -7.89173 -4.70296 1.71520
C -6.63885 -4.13822 1.64010
C -6.37765 -3.08699 0.75728
C -7.41026 -2.62380 -0.04963
C -8.67584 -3.18285 0.01438
C -5.06016 -2.46197 0.65372
N -4.72844 -1.52441 -0.20626
C -3.41382 -1.25038 0.04938
C -2.93589 -2.02586 1.08097
N -4.00443 -2.79778 1.46345
C -1.60515 -1.92749 1.58983
C -1.08366 -2.65164 2.67089
C 0.21023 -2.42202 3.06147
C 0.98573 -1.49639 2.35931
N 0.51933 -0.81202 1.32252
C -0.75975 -1.01215 0.94356
C -1.23934 -0.20827 -0.15431
N -0.35634 0.65894 -0.67231
C -0.77237 1.49366 -1.60458
C -2.08099 1.49258 -2.09891
C -2.98496 0.58559 -1.60136
C -2.56788 -0.29086 -0.59265
H -12.05609 -4.98756 0.54810
H -11.00413 -4.51760 -0.80525
H -11.41804 -3.33073 0.46400
H -8.10169 -5.51831 2.39355
H -5.86146 -4.54079 2.27887
H -7.21041 -1.81295 -0.73654
H -9.45607 -2.80160 -0.62714
H -4.02168 -3.48998 2.19075
H -1.69454 -3.37757 3.19276
H 0.65082 -2.94658 3.89700
H 2.00658 -1.30271 2.65793
H -0.03738 2.19229 -1.97986
H -2.36191 2.20517 -2.86204
H -4.00823 0.53968 -1.94988
C 1.88727 -2.03225 -3.79011
S 0.94419 -0.70574 -3.04522
C 1.12628 0.46109 -4.38550
O 1.83225 -0.13763 -1.94948
H 1.41724 -2.27562 -4.74284
H 1.85558 -2.89461 -3.13524
H 2.91028 -1.69210 -3.94368
H 0.51902 0.11043 -5.21976
H 2.17487 0.54479 -4.66428
H 0.76430 1.42605 -4.03584
C 4.16404 2.20991 3.03697
C 3.48013 0.89708 2.77913
O 3.49489 -0.03278 3.53879
O 2.81166 0.84674 1.60968
H 4.11840 2.42739 4.10187
H 3.71915 3.01685 2.45755
H 5.21559 2.10841 2.76289
F 4.93443 -0.88411 1.25797
C 4.14458 -1.84668 0.73583
C 2.94549 -1.52717 0.12054
C 2.26500 -2.64156 -0.33775
F 1.02285 -2.50766 -0.88945
C 2.71108 -3.94692 -0.24688
F 1.97814 -4.95776 -0.72530
C 3.92779 -4.19895 0.35997
F 4.38880 -5.44046 0.46101
C 4.64926 -3.13264 0.86290
F 5.82145 -3.34951 1.45507
*
```

Computed properties:
Molecular weight = 932.8 g mol⁻¹
Gap between HOMO and LUMO = 6.7 eV
LUMO energy = -3.18 eV

Run two
Molecular formula: C46H43F5N7O4STi
Method: DFT, ωB97M-V with the def2-TZVPD basis set

The geometry in ORCA input format:
```
! wB97M-V def2-TZVPD RIJCOSX def2/J DEFGRID3
* xyz 1 1
Ti 0.75925 -0.68326 1.40232
C 1.06575 -4.50616 3.19004
N 0.28091 -3.76577 4.16250
C 0.34568 -4.32731 5.49910
C -0.86518 -3.05316 3.82794
C -1.88760 -2.94471 4.78312
C -3.01787 -2.16859 4.58820
C -3.19734 -1.47704 3.40628
C -2.22126 -1.58859 2.43265
C -1.06203 -2.33339 2.61505
N -0.12130 -2.34607 1.50698
C -0.32067 -3.42121 0.60355
C -1.33340 -4.36643 0.81122
C -1.56666 -5.38478 -0.09508
C -0.78861 -5.49343 -1.23768
C 0.23203 -4.58003 -1.43649
C 0.47745 -3.55072 -0.53372
N 1.57519 -2.63807 -0.72921
C 1.72165 -2.20510 -2.11820
C 2.82332 -3.26946 -0.30465
H 1.94242 -4.90245 3.70093
H 0.51771 -5.34869 2.75319
H 1.41249 -3.86021 2.39337
H 1.35386 -4.69833 5.66987
H -0.35622 -5.15648 5.65465
H 0.14456 -3.56215 6.24883
H -1.80428 -3.48373 5.71321
H -3.76149 -2.11879 5.37232
H -4.06915 -0.86058 3.24182
H -2.32377 -1.04142 1.50661
H -1.96473 -4.29496 1.68448
H -2.36466 -6.08947 0.09636
H -0.96368 -6.28089 -1.95713
H 0.85614 -4.66861 -2.31554
H 2.06143 -3.01463 -2.77557
H 0.77437 -1.82473 -2.48947
H 2.46734 -1.41229 -2.16614
H 3.07403 -4.13717 -0.93055
H 3.64065 -2.54905 -0.39376
H 2.73989 -3.60466 0.72729
C -2.26327 9.04823 -8.26822
O -3.09180 7.92614 -8.00837
C -2.63784 6.98757 -7.15169
C -1.41914 7.05371 -6.47970
C -1.05565 6.03098 -5.61914
C -1.88650 4.93646 -5.41214
C -3.10353 4.88086 -6.09593
C -3.47877 5.89057 -6.95287
C -1.46083 3.88208 -4.49371
N -0.27335 3.78976 -3.93805
C -0.33587 2.67342 -3.14792
C -1.56899 2.07989 -3.22410
N -2.28593 2.86050 -4.09689
C -1.88237 0.86270 -2.55528
C -3.08612 0.16150 -2.71049
C -3.24346 -1.03800 -2.07290
C -2.19919 -1.51115 -1.27011
N -1.07181 -0.85575 -1.07862
C -0.89229 0.31361 -1.71298
C 0.41089 0.96234 -1.57584
N 1.34366 0.42051 -0.74648
C 2.56268 0.92809 -0.78671
C 2.94837 2.01937 -1.56500
C 1.99539 2.64118 -2.32455
C 0.70220 2.10529 -2.34437
H -2.80060 9.65417 -8.99138
H -1.30502 8.73996 -8.69237
H -2.09405 9.63116 -7.35987
H -0.75299 7.89218 -6.61527
H -0.11255 6.07596 -5.09258
H -3.77296 4.03717 -5.97893
H -4.41704 5.85405 -7.48800
H -3.25207 2.75555 -4.35016
H -3.86933 0.55403 -3.34680
H -4.14403 -1.62441 -2.18530
H -2.29684 -2.46494 -0.77046
H 3.29833 0.46240 -0.14770
H 3.96981 2.36928 -1.52951
H 2.20894 3.51660 -2.92232
C 4.89493 -2.23652 2.46130
S 4.12782 -0.85527 1.63387
C 4.30984 0.41479 2.87791
O 2.63393 -1.17814 1.56232
H 4.40491 -2.42889 3.41071
H 5.93786 -1.95254 2.60437
H 4.84007 -3.09731 1.80147
H 5.33408 0.78048 2.81779
H 4.08696 0.01748 3.86212
H 3.60843 1.20429 2.60951
C -0.20493 3.13949 1.52554
C 0.30994 1.74195 1.53330
O -0.49665 0.76368 1.26190
O 1.49429 1.44856 1.78100
H -1.21506 3.17628 1.12939
H 0.46484 3.76765 0.93922
H -0.20585 3.51094 2.55086
F -1.22014 1.08169 3.64291
C -0.29921 0.34180 4.29118
C 0.65012 -0.41960 3.60589
C 1.50392 -1.08870 4.46974
F 2.49001 -1.90644 4.00672
C 1.45220 -1.03910 5.85430
F 2.33146 -1.73335 6.58787
C 0.47823 -0.28428 6.47151
F 0.39173 -0.22824 7.79647
C -0.40726 0.41272 5.67026
F -1.35880 1.15616 6.23459
*
```

Computed properties:
Molecular weight = 932.8 g mol⁻¹
Gap between HOMO and LUMO = 6.8 eV
LUMO energy = -2.85 eV

Which of them is least stable? Easy: run two.

Run one
Molecular formula: C21H21N5O4S4SbW
Method: DFT, ωB97M-V with the def2-TZVPD basis set

The geometry in ORCA input format:
```
! wB97M-V def2-TZVPD RIJCOSX def2/J DEFGRID3
* xyz 0 2
W 0.10952 -0.48294 0.57140
O -0.32830 -3.62931 -2.01462
C -0.22281 -2.54196 -1.51030
O 0.28174 -2.30100 -0.32440
C -0.58779 -1.29548 -2.25424
C -0.89597 -1.39000 -3.61554
C -1.05094 -0.23691 -4.31770
C -0.93534 1.00687 -3.66260
C -1.08673 2.21606 -4.37437
C -1.00317 3.41487 -3.72744
C -0.78183 3.43929 -2.33979
C -0.62651 2.28442 -1.62252
C -0.67416 1.03362 -2.26887
N -0.49105 -0.15847 -1.58200
H -0.95339 -2.37366 -4.05587
H -1.25340 -0.25082 -5.38191
H -1.27298 2.16673 -5.43997
H -1.11305 4.34261 -4.27280
H -0.72479 4.38482 -1.81629
H -0.45334 2.34989 -0.56366
S 0.62465 4.38598 1.51338
Sb 0.84913 2.34228 2.35355
S 1.73391 1.10221 0.29264
S -1.25351 1.08144 1.46549
C -3.56976 -1.89612 2.83824
C -2.21388 -1.69508 2.24755
N -1.97544 -1.53240 0.96393
O -2.99167 -1.67085 0.05589
C -1.03601 -1.50508 3.01295
C -0.95332 -1.21177 4.46935
N 0.06182 -1.67591 2.22024
O 1.12022 -0.79496 2.23442
H -4.28367 -1.17423 2.43218
H -3.53119 -1.75356 3.91512
H -3.94974 -2.90493 2.65498
H -3.78254 -1.98697 0.51685
H -1.26808 -2.06421 5.07715
H -1.58381 -0.36023 4.73056
H 0.07536 -0.96797 4.73024
N 4.58388 -1.28164 0.54414
C 3.69453 -1.91699 -0.24186
S 3.26138 -1.29477 -1.73812
N 3.13306 -3.05138 0.23153
C 3.40573 -3.70564 1.45928
C 4.71126 -3.99091 1.84899
C 4.94424 -4.65089 3.04687
C 3.88337 -5.05789 3.84195
C 2.58228 -4.79872 3.43298
C 2.33969 -4.11651 2.25195
H 4.84717 -0.35965 0.24381
H 4.65380 -1.50834 1.52305
H 2.35722 -3.38758 -0.31658
H 5.53583 -3.70777 1.20802
H 5.96159 -4.86624 3.34677
H 4.06900 -5.58292 4.76954
H 1.74838 -5.12097 4.04369
H 1.33132 -3.88662 1.93328
*
```

Computed properties:
Molecular weight = 841.3 g mol⁻¹
Gap between HOMO and LUMO (alpha / beta) = 5.6 / 6.0 eV
LUMO energy (alpha / beta) = -1.73 / -1.64 eV

Run two
Molecular formula: C21H21N5O4S4SbW
Method: DFT, ωB97M-V with the def2-TZVPD basis set

The geometry in ORCA input format:
```
! wB97M-V def2-TZVPD RIJCOSX def2/J DEFGRID3
* xyz 0 2
W -0.48788 1.83869 -0.34054
O -0.22810 5.47063 -1.63826
C -0.39678 4.27916 -1.63727
O -1.37645 3.56250 -1.15938
C 0.59822 3.39883 -2.40685
C 1.67468 3.94902 -3.11456
C 2.36996 3.13975 -3.96369
C 1.94118 1.80316 -4.16943
C 2.52135 0.95181 -5.13752
C 2.00858 -0.29406 -5.35754
C 0.88268 -0.74111 -4.62968
C 0.31979 0.04469 -3.66702
C 0.85771 1.32324 -3.40285
N 0.26443 2.12012 -2.46272
H 1.89460 4.99670 -2.96973
H 3.21632 3.51438 -4.52642
H 3.36176 1.31435 -5.71649
H 2.44887 -0.93546 -6.10931
H 0.45586 -1.71276 -4.84056
H -0.56230 -0.26833 -3.12296
S -4.91702 0.36976 2.04340
Sb -3.35371 1.79052 1.30578
S -1.18168 0.70103 1.66601
S -2.47713 0.84435 -1.15959
C 2.82443 -0.78863 1.02347
C 1.84506 0.28413 0.69498
N 0.90561 0.19699 -0.22529
O 1.01967 -0.86413 -1.05050
C 1.74324 1.54478 1.40394
C 2.23651 1.82333 2.77528
N 1.14808 2.42468 0.62656
O 0.09202 3.19744 1.00699
H 2.73932 -1.61718 0.32898
H 2.64499 -1.14728 2.03969
H 3.84388 -0.40085 0.99145
H 0.09542 -1.28572 -1.13823
H 3.29850 1.58585 2.86398
H 1.68794 1.21291 3.49574
H 2.07791 2.87064 3.02051
N -3.48357 -2.12016 0.57029
C -2.24519 -2.45480 0.23440
S -1.73583 -2.28150 -1.37602
N -1.40965 -2.94807 1.17404
C -1.66085 -3.01566 2.57351
C -0.72355 -2.48805 3.45181
C -0.93189 -2.57128 4.81858
C -2.08402 -3.16539 5.31336
C -3.01737 -3.69163 4.43336
C -2.80474 -3.63259 3.06388
H -4.01113 -1.61358 -0.12294
H -3.74277 -1.88461 1.52615
H -0.45292 -3.03496 0.87347
H 0.15314 -1.99192 3.05664
H -0.19980 -2.15491 5.49847
H -2.25313 -3.21670 6.38051
H -3.91528 -4.16236 4.81116
H -3.51894 -4.06976 2.37896
*
```

Computed properties:
Molecular weight = 841.3 g mol⁻¹
Gap between HOMO and LUMO (alpha / beta) = 5.8 / 5.4 eV
LUMO energy (alpha / beta) = -1.67 / -2.17 eV

Which of them is least stable? Easy: run two.